{
  "formula": "C27H48F9N2O4PSi2",
  "method": "wB97M-V/def2-TZVPD",
  "spin_multiplicity": 3,
  "e_homo_ev": [-8.598, -9.272],
  "orbital_gap_ha": [0.3217, 0.3406],
  "e_lumo_ev": [0.2, 0.0],
  "s_squared": 2.009,
  "energy_ha": -3287.01496,
  "elements": ["C", "C", "C", "Si", "O", "Si", "C", "C", "C", "F", "F", "C", "F", "F", "C", "F", "F", "C", "F", "F", "F", "P", "O", "H", "H", "H", "H", "H", "H", "H", "H", "H", "H", "H", "H", "C", "C", "C", "C", "C", "C", "N", "O", "C", "C", "C", "H", "H", "H", "H", "H", "H", "H", "H", "H", "H", "H", "H", "H", "H", "H", "H", "H", "H", "C", "C", "C", "C", "C", "C", "N", "O", "C", "C", "C", "H", "H", "H", "H", "H", "H", "H", "H", "H", "H", "H", "H", "H", "H", "H", "H", "H", "H"],
  "positions_angstrom": [[-4.81, -5.38, 2.03], [-5.60, -4.76, 1.35], [-6.52, -3.91, 0.43], [-8.08, -3.27, 1.35], [-7.66, -2.72, 2.92], [-7.89, -1.03, 3.15], [-6.23, -0.05, 3.15], [-5.96, 0.59, 1.69], [-4.64, 0.03, 1.07], [-4.44, -1.33, 1.31], [-3.58, 0.69, 1.74], [-4.42, 0.32, -0.48], [-3.59, 1.42, -0.70], [-3.69, -0.78, -0.99], [-5.74, 0.39, -1.35], [-6.46, 1.57, -1.15], [-6.55, -0.72, -1.08], [-5.47, 0.33, -2.93], [-5.18, -0.93, -3.37], [-4.59, 1.29, -3.34], [-6.70, 0.66, -3.51], [-9.53, -4.96, 1.33], [-8.87, -6.17, 0.66], [-3.86, -5.88, 2.32], [-6.79, -4.48, -0.51], [-5.94, -3.01, 0.09], [-8.74, -2.16, 0.65], [-8.78, -0.44, 2.15], [-8.54, -0.83, 4.47], [-5.40, -0.73, 3.48], [-6.35, 0.75, 3.94], [-5.86, 1.71, 1.85], [-6.89, 0.39, 1.09], [-9.98, -5.37, 2.63], [-10.62, -4.59, 0.46], [2.01, -1.40, 3.13], [2.37, -0.49, 1.92], [2.09, 1.00, 2.24], [0.63, 1.41, 2.14], [0.04, 0.98, 0.81], [0.21, -0.53, 0.56], [1.63, -0.98, 0.71], [2.30, -0.57, -0.37], [-0.72, -1.29, 1.54], [-0.37, -0.88, -0.82], [3.90, -0.63, 1.79], [1.21, -2.11, 2.92], [2.85, -2.03, 3.42], [1.72, -0.82, 4.01], [2.66, 1.63, 1.54], [2.47, 1.24, 3.24], [0.06, 1.00, 2.98], [0.56, 2.50, 2.23], [-1.02, 1.25, 0.78], [0.52, 1.55, 0.00], [-0.60, -2.37, 1.44], [-1.76, -1.06, 1.34], [-0.55, -1.03, 2.59], [0.10, -0.31, -1.63], [-1.44, -0.66, -0.87], [-0.25, -1.94, -1.04], [4.19, -1.64, 1.50], [4.38, -0.41, 2.75], [4.32, 0.07, 1.06], [4.87, 0.79, -2.02], [6.37, 1.03, -1.66], [6.51, 2.11, -0.56], [6.38, 3.54, -1.05], [7.31, 3.78, -2.24], [7.06, 2.78, -3.38], [7.12, 1.36, -2.91], [8.40, 1.05, -2.71], [5.69, 3.10, -4.02], [8.06, 3.05, -4.51], [6.80, -0.31, -1.02], [4.62, 1.04, -3.05], [4.59, -0.26, -1.93], [4.20, 1.36, -1.37], [7.49, 2.00, -0.08], [5.77, 1.93, 0.23], [5.34, 3.77, -1.31], [6.65, 4.23, -0.24], [7.17, 4.81, -2.60], [8.35, 3.72, -1.90], [5.45, 2.38, -4.81], [5.70, 4.09, -4.47], [4.87, 3.10, -3.30], [9.10, 3.00, -4.18], [7.92, 4.06, -4.92], [7.93, 2.35, -5.33], [6.80, -1.12, -1.74], [6.12, -0.58, -0.20], [7.80, -0.25, -0.58]],
  "mulliken_charge": [-0.004, -0.741, 0.275, 0.415, -0.228, 0.367, -0.731, -0.754, 0.540, -0.191, -0.311, 0.962, -0.327, -0.359, 0.363, -0.299, -0.145, 0.509, -0.205, -0.210, -0.258, 0.263, -0.644, 0.376, 0.452, -0.254, -0.125, -0.104, -0.211, 0.294, 0.416, 0.398, 0.337, 0.082, 0.074, -1.793, 2.087, -1.380, -0.641, -0.872, 2.203, 0.235, -0.466, -1.807, -1.751, -1.577, 0.324, 0.488, 0.352, 0.192, 0.439, 0.250, 0.480, 0.007, 0.439, 0.451, 0.026, 0.360, 0.362, 0.176, 0.482, 0.575, 0.422, -0.170, -1.841, 1.943, -1.032, -0.598, -1.262, 1.694, 0.411, -0.565, -1.911, -1.791, -1.575, 0.427, 0.455, 0.259, 0.506, -0.027, 0.280, 0.430, 0.424, 0.365, 0.397, 0.426, 0.384, 0.364, 0.407, 0.436, 0.512, 0.200, 0.369]
}

{
  "formula": "C56H47BrCrN3O4P2S",
  "method": "wB97M-V/def2-TZVPD",
  "spin_multiplicity": 5,
  "e_homo_ev": [-9.416, -10.414],
  "charge": 1,
  "e_above_lowest_kj_mol": 70.63,
  "orbital_gap_ha": [0.2215, 0.2617],
  "e_lumo_ev": [-3.4, -3.3],
  "s_squared": 6.048,
  "energy_ha": -7326.68302,
  "elements": ["Cr", "C", "C", "C", "C", "C", "C", "C", "C", "P", "C", "C", "C", "C", "C", "C", "C", "C", "C", "C", "C", "C", "C", "O", "C", "C", "C", "C", "C", "C", "P", "C", "C", "C", "C", "C", "C", "C", "C", "C", "C", "C", "C", "H", "H", "H", "H", "H", "H", "H", "H", "H", "H", "H", "H", "H", "H", "H", "H", "H", "H", "H", "H", "H", "H", "H", "H", "H", "H", "H", "H", "H", "H", "H", "H", "C", "C", "C", "C", "C", "C", "C", "S", "O", "O", "N", "C", "C", "C", "C", "C", "N", "H", "H", "H", "H", "H", "H", "H", "H", "H", "H", "H", "O", "C", "C", "C", "N", "C", "Br", "C", "H", "H", "H", "H"],
  "positions_angstrom": [[-0.89, -0.34, 1.16], [-3.43, 0.12, -5.08], [-2.48, 1.09, -4.37], [-2.20, 2.31, -5.28], [-3.10, 1.60, -3.08], [-4.24, 2.41, -3.08], [-4.67, 3.04, -1.93], [-3.94, 2.92, -0.75], [-2.83, 2.09, -0.71], [-1.53, 2.05, 0.55], [-0.30, 3.05, -0.34], [-0.58, 4.37, -0.66], [0.30, 5.10, -1.45], [1.46, 4.51, -1.94], [1.74, 3.19, -1.63], [0.87, 2.46, -0.83], [-2.17, 3.06, 1.92], [-1.42, 4.07, 2.50], [-1.92, 4.77, 3.59], [-3.17, 4.47, 4.10], [-3.92, 3.45, 3.52], [-3.43, 2.75, 2.44], [-2.49, 1.38, -1.87], [-1.45, 0.51, -1.70], [-0.81, 0.01, -2.78], [0.25, -0.87, -2.52], [1.15, -1.10, -3.57], [0.88, -0.65, -4.85], [-0.31, 0.02, -5.10], [-1.17, 0.37, -4.07], [0.33, -2.11, -1.07], [2.11, -2.51, -1.27], [2.56, -3.67, -1.90], [3.92, -3.92, -2.00], [4.83, -3.01, -1.47], [4.38, -1.86, -0.85], [3.02, -1.60, -0.75], [-0.71, -3.44, -1.77], [-0.64, -3.76, -3.13], [-1.43, -4.77, -3.65], [-2.33, -5.45, -2.84], [-2.42, -5.12, -1.50], [-1.62, -4.13, -0.96], [-4.37, 0.61, -5.33], [-3.65, -0.74, -4.45], [-2.98, -0.24, -6.01], [-3.13, 2.85, -5.48], [-1.79, 2.00, -6.23], [-1.50, 3.00, -4.80], [-4.77, 2.58, -4.01], [-5.56, 3.66, -1.95], [-4.22, 3.50, 0.12], [-1.49, 4.84, -0.31], [0.07, 6.14, -1.69], [2.14, 5.08, -2.56], [2.63, 2.72, -2.01], [1.09, 1.43, -0.58], [-0.43, 4.31, 2.12], [-1.33, 5.56, 4.03], [-3.56, 5.02, 4.94], [-4.90, 3.21, 3.92], [-4.02, 1.96, 1.99], [2.03, -1.69, -3.41], [1.58, -0.86, -5.65], [-0.55, 0.30, -6.12], [1.85, -4.38, -2.31], [4.27, -4.82, -2.48], [5.89, -3.21, -1.55], [5.09, -1.15, -0.44], [2.68, -0.70, -0.25], [0.03, -3.24, -3.79], [-1.35, -5.02, -4.70], [-2.95, -6.23, -3.25], [-3.13, -5.63, -0.86], [-1.74, -3.87, 0.08], [7.36, 0.19, 2.97], [5.88, 0.37, 2.85], [5.04, -0.72, 2.64], [3.67, -0.56, 2.55], [3.13, 0.71, 2.68], [3.94, 1.81, 2.89], [5.31, 1.64, 2.98], [1.39, 0.95, 2.56], [1.02, 0.08, 1.37], [1.09, 2.34, 2.31], [0.85, 0.37, 3.88], [-0.49, 0.29, 4.15], [-0.87, 0.37, 5.51], [-2.18, 0.21, 5.87], [-3.13, -0.04, 4.87], [-2.71, -0.09, 3.57], [-1.42, 0.06, 3.19], [7.67, -0.80, 2.63], [7.68, 0.29, 4.01], [7.90, 0.94, 2.40], [5.46, -1.71, 2.54], [3.02, -1.41, 2.38], [3.49, 2.80, 2.98], [5.95, 2.50, 3.14], [-0.09, 0.57, 6.23], [-2.47, 0.27, 6.91], [-4.18, -0.18, 5.10], [-3.40, -0.29, 2.77], [1.66, -5.75, 2.43], [1.00, -4.60, 2.24], [0.25, -3.97, 3.23], [-0.39, -2.80, 2.92], [-0.32, -2.24, 1.70], [0.37, -2.85, 0.75], [-3.01, -1.25, 0.37], [1.06, -4.03, 0.98], [1.54, -6.08, 3.34], [0.17, -4.39, 4.23], [-0.97, -2.27, 3.66], [1.63, -4.53, 0.21]],
  "mulliken_charge": [0.059, -1.838, 1.487, -1.878, 0.701, -0.209, -1.475, -0.586, 0.275, 2.806, 0.320, -0.630, -0.960, -0.831, -0.800, 0.202, 0.577, -0.732, -0.881, -0.734, -1.060, -0.184, -1.156, 0.884, -1.130, 0.232, -0.762, -1.635, 0.001, 0.565, 3.235, -0.245, 0.007, -0.931, -0.862, -0.908, -0.086, 0.628, -0.783, -0.969, -0.733, -1.099, -0.427, 0.401, 0.362, 0.409, 0.450, 0.449, 0.365, 0.432, 0.442, 0.528, 0.525, 0.474, 0.441, 0.553, 0.162, 0.386, 0.469, 0.429, 0.470, 0.666, 0.552, 0.440, 0.477, 0.511, 0.472, 0.406, 0.590, 0.363, 0.442, 0.484, 0.434, 0.489, 0.555, -1.573, 1.023, -1.041, -0.517, -0.319, -0.511, -0.862, 2.152, -0.443, -0.782, -0.683, -0.028, -0.669, -0.748, -1.003, -0.717, 1.569, 0.344, 0.339, 0.391, 0.370, 0.349, 0.525, 0.432, 0.573, 0.433, 0.548, 0.281, -0.557, 0.455, -1.196, -1.051, 1.884, -0.807, -0.432, -0.443, 0.315, 0.395, 0.276, 0.641]
}

{
  "formula": "C43H41N3OP2PtS",
  "method": "wB97M-V/def2-TZVPD",
  "e_homo_ev": -12.943,
  "charge": 2,
  "orbital_gap_ha": 0.1997,
  "e_lumo_ev": -7.5,
  "energy_ha": -3102.39913,
  "elements": ["Pt", "O", "S", "C", "C", "C", "C", "C", "C", "P", "C", "C", "C", "C", "C", "C", "C", "C", "C", "C", "C", "C", "C", "C", "C", "C", "C", "C", "P", "C", "C", "C", "C", "C", "C", "C", "C", "C", "C", "C", "C", "H", "H", "H", "H", "H", "H", "H", "H", "H", "H", "H", "H", "H", "H", "H", "H", "H", "H", "H", "H", "H", "H", "H", "H", "H", "H", "H", "H", "C", "C", "N", "C", "N", "C", "C", "C", "N", "C", "H", "H", "H", "H", "H", "H", "H", "H", "H", "H", "H", "H", "H"],
  "positions_angstrom": [[0.06, -0.27, -0.42], [2.45, 0.62, 2.90], [1.44, 0.28, 1.91], [1.25, -1.55, 2.03], [0.97, -2.21, 3.21], [0.93, -3.60, 3.22], [1.19, -4.32, 2.07], [1.51, -3.66, 0.89], [1.57, -2.27, 0.87], [2.18, -1.28, -0.53], [3.83, -0.93, 0.15], [4.58, -2.05, 0.49], [5.81, -1.89, 1.11], [6.28, -0.62, 1.40], [5.54, 0.49, 1.05], [4.31, 0.35, 0.43], [2.42, -2.37, -1.95], [3.68, -2.58, -2.51], [3.80, -3.38, -3.63], [2.68, -3.96, -4.20], [1.42, -3.73, -3.66], [1.28, -2.93, -2.54], [-0.13, 0.94, 2.59], [-0.44, 0.83, 3.93], [-1.60, 1.42, 4.41], [-2.42, 2.15, 3.57], [-2.06, 2.33, 2.24], [-0.90, 1.74, 1.75], [-0.33, 1.99, 0.04], [1.15, 3.03, 0.21], [2.21, 2.87, -0.68], [3.33, 3.69, -0.57], [3.39, 4.66, 0.42], [2.32, 4.83, 1.29], [1.20, 4.02, 1.19], [-1.54, 3.02, -0.82], [-2.87, 2.61, -0.90], [-3.80, 3.38, -1.58], [-3.39, 4.55, -2.21], [-2.07, 4.95, -2.15], [-1.14, 4.19, -1.46], [0.78, -1.66, 4.12], [0.71, -4.12, 4.14], [1.16, -5.40, 2.09], [1.73, -4.22, -0.01], [4.21, -3.05, 0.28], [6.39, -2.77, 1.37], [7.23, -0.51, 1.90], [5.90, 1.48, 1.29], [3.73, 1.22, 0.17], [4.55, -2.11, -2.08], [4.77, -3.56, -4.05], [2.78, -4.58, -5.08], [0.55, -4.18, -4.12], [0.30, -2.72, -2.12], [0.22, 0.31, 4.60], [-1.86, 1.32, 5.46], [-3.32, 2.61, 3.94], [-2.67, 2.95, 1.59], [2.15, 2.11, -1.45], [4.15, 3.56, -1.25], [4.26, 5.28, 0.50], [2.36, 5.59, 2.05], [0.36, 4.17, 1.85], [-3.17, 1.69, -0.40], [-4.84, 3.08, -1.61], [-4.11, 5.14, -2.74], [-1.76, 5.86, -2.63], [-0.11, 4.51, -1.40], [-5.06, 0.03, -2.46], [-3.72, -0.01, -3.18], [-2.69, -0.42, -2.25], [-2.89, -1.09, -1.10], [-1.83, -1.31, -0.34], [-1.99, -2.13, 0.85], [-3.34, -1.84, 1.50], [-4.43, -2.15, 0.48], [-4.14, -1.47, -0.77], [-5.24, -1.28, -1.70], [-5.87, 0.16, -3.17], [-5.08, 0.85, -1.75], [-3.46, 0.98, -3.57], [-3.76, -0.71, -4.02], [-1.71, -0.22, -2.46], [-1.18, -1.91, 1.55], [-1.91, -3.19, 0.58], [-3.38, -0.78, 1.78], [-3.48, -2.44, 2.40], [-5.40, -1.80, 0.84], [-4.50, -3.23, 0.32], [-6.17, -1.26, -1.13], [-5.29, -2.12, -2.40]],
  "mulliken_charge": [2.690, -0.822, 0.887, -0.646, -0.451, -0.940, -0.910, -1.490, 1.189, 0.925, 0.858, -0.819, -0.890, -0.754, -0.482, -0.299, 0.843, -0.727, -0.804, -0.603, -0.825, -0.480, 0.283, -0.675, -0.990, -0.923, -0.932, 0.191, 0.399, 1.001, -0.572, -0.393, -0.584, -0.833, -0.256, 1.124, -0.210, -1.148, -0.813, -0.850, -0.810, 0.399, 0.494, 0.489, 0.543, 0.574, 0.454, 0.428, 0.491, 0.398, 0.472, 0.450, 0.423, 0.458, 0.333, 0.645, 0.477, 0.507, 0.634, 0.434, 0.492, 0.448, 0.453, 0.492, 0.770, 0.483, 0.448, 0.473, 0.458, -0.455, -0.674, 0.077, 0.225, -0.717, 0.414, -0.876, -0.686, 0.139, -0.742, 0.416, 0.054, 0.435, 0.431, 0.035, -0.547, 0.312, 0.178, 0.452, 0.491, 0.289, 0.471, 0.208]
}